61
Properties=species:S:1:pos:R:3:lowdin_charge:R:1 method="wB97M-V/def2-TZVPD" charge=0 homo_lumo_gap_ev="7.8 / 7.2" multiplicity=2 e_lumo_ev="-0.004 / -0.550"
Cu -0.86681 0.57957 -0.87942 0.65
C 2.62129 -0.79841 -2.19613 0.01
C 3.89546 -0.15139 -2.25753 -0.34
C 3.87519 1.41399 -2.30361 -0.28
O 4.90255 2.00767 -2.73433 0.05
C 2.72387 2.10921 -1.71613 0.05
C 1.60225 1.37699 -1.55688 -0.30
C 1.51830 -0.05348 -1.86155 -0.30
O 0.31051 -0.63302 -1.79912 -0.13
O 0.39060 1.88414 -1.21321 -0.17
O 4.96243 -0.77352 -2.31043 0.06
H 2.57585 -1.86222 -2.56749 0.15
H 2.91720 3.15398 -1.73762 0.11
C -0.22429 0.69878 3.60529 -0.03
C -0.08776 1.20098 2.12012 -0.44
C 1.25201 1.85534 1.86075 -0.03
O -0.33791 0.17168 1.16058 -0.08
H -1.25184 0.59218 3.97005 0.07
H 0.25647 1.47049 4.24301 0.08
H 0.26293 -0.31055 3.69675 0.09
H -0.89358 1.85252 1.85758 0.11
H 1.35129 2.82098 2.44345 0.11
H 1.21182 2.03471 0.78406 0.05
H 2.11976 1.18930 2.09391 0.10
H 0.35706 -0.48647 1.22534 0.08
C 3.85953 -2.50115 0.72482 -0.06
C 2.38845 -2.59141 0.73844 -0.54
C 1.95767 -4.03347 0.52935 -0.05
O 1.81762 -2.10053 1.94590 -0.06
H 4.14518 -1.41491 0.82109 0.11
H 4.23770 -2.88139 -0.25969 0.10
H 4.28304 -3.12763 1.52555 0.09
H 1.97198 -2.02575 -0.06764 0.09
H 0.95818 -4.24588 0.87694 0.07
H 2.70925 -4.55174 1.19187 0.10
H 2.08281 -4.35448 -0.49870 0.08
H 1.85352 -2.82546 2.60328 0.10
C -3.49988 3.30986 -1.69997 -0.04
C -2.50779 3.24978 -0.60289 -0.43
C -2.88033 4.14031 0.57929 -0.04
O -2.39019 1.84301 -0.13463 -0.11
H -4.37671 2.71422 -1.35877 0.10
H -3.07396 3.01049 -2.65519 0.09
H -3.89959 4.36261 -1.83262 0.11
H -1.42382 3.38666 -0.77200 0.14
H -2.84788 5.19449 0.28605 0.09
H -2.14493 4.01797 1.38095 0.08
H -3.86806 3.86797 0.97633 0.09
H -3.27320 1.55566 0.10302 0.10
C -2.97659 -1.74395 0.60592 -0.02
C -2.22101 -1.90547 -0.73790 -0.44
C -2.73009 -3.05011 -1.55614 -0.04
O -2.42272 -0.65840 -1.43571 -0.05
H -2.70932 -0.81470 1.04011 0.04
H -2.80584 -2.44788 1.36006 0.07
H -4.08172 -1.72961 0.51689 0.10
H -1.16586 -2.06063 -0.47889 0.13
H -3.81334 -2.97819 -1.76572 0.10
H -2.42771 -3.95995 -1.09290 0.07
H -2.15102 -3.14816 -2.53229 0.11
H -2.01797 -0.84562 -2.25168 0.07



56
Properties=species:S:1:pos:R:3:lowdin_charge:R:1 method="wB97M-V/def2-TZVPD" charge=+1 homo_lumo_gap_ev=7.0 multiplicity=1 e_lumo_ev=-4.742
C 2.84791 -2.98377 0.09091 -0.10
C 4.27800 -2.82778 -0.45803 -0.25
C 4.40233 -1.84549 -1.62284 -0.21
C 3.90159 -0.42130 -1.30030 -0.22
C 5.01441 0.63530 -1.29670 -0.21
C 4.72974 1.84666 -0.41770 -0.20
C 3.51394 2.69771 -0.85151 -0.18
C 2.49865 2.99836 0.28107 -0.18
C 1.01115 2.78933 -0.05431 -0.16
C 0.44747 1.46725 0.49183 -0.07
N -0.34653 0.68788 -0.49130 -0.07
C 0.15860 0.40337 -1.67856 0.02
C -0.54077 -0.36319 -2.59429 0.11
C -1.78374 -0.78128 -2.19139 -0.23
F -2.55195 -1.48369 -2.94981 0.19
C -2.24731 -0.43407 -0.91898 0.02
N -1.54426 0.28011 -0.08165 0.18
H 2.47617 -3.98991 -0.08779 0.07
H 2.82666 -2.83489 1.16875 0.07
H 2.14665 -2.28285 -0.36135 0.04
H 4.61398 -3.80157 -0.81236 0.10
H 4.96975 -2.54570 0.33452 0.11
H 5.44706 -1.78448 -1.92462 0.11
H 3.86108 -2.25475 -2.47760 0.11
H 3.20097 -0.14947 -2.09132 0.08
H 3.38146 -0.41284 -0.34113 0.10
H 5.20472 0.93971 -2.32594 0.12
H 5.93274 0.16748 -0.93669 0.11
H 5.62244 2.47167 -0.42489 0.11
H 4.60692 1.52231 0.61635 0.11
H 3.01790 2.24451 -1.71312 0.09
H 3.88778 3.65499 -1.21005 0.11
H 2.63873 4.02358 0.61401 0.11
H 2.75997 2.38570 1.14472 0.10
H 0.82873 2.88413 -1.12343 0.11
H 0.44193 3.58909 0.41495 0.12
H 1.23510 0.80004 0.83779 0.13
H -0.22484 1.64260 1.32320 0.13
H 1.14486 0.77945 -1.89521 0.13
H -0.12973 -0.60360 -3.56231 0.15
H -3.22048 -0.77142 -0.59064 0.14
C -7.05380 -2.11947 2.11574 -0.08
C -6.98963 -0.84260 2.93453 -0.27
O -5.67328 -0.44826 3.29209 -0.15
C -4.78951 -0.18298 2.23053 -0.30
C -5.23773 0.93721 1.30433 -0.08
H -6.56565 -2.93866 2.64471 0.08
H -8.09369 -2.39270 1.93879 0.08
H -6.57315 -2.01082 1.14160 0.06
H -7.50075 -0.98999 3.88457 0.12
H -7.50834 -0.02653 2.41973 0.11
H -4.59104 -1.09955 1.65496 0.10
H -3.84994 0.09537 2.71041 0.12
H -6.16267 0.69493 0.78013 0.07
H -4.46921 1.12730 0.55086 0.05
H -5.40138 1.85757 1.86470 0.09



59
Properties=species:S:1:pos:R:3:lowdin_charge:R:1 method="wB97M-V/def2-TZVPD" charge=+1 homo_lumo_gap_ev=10.2 e_above_lowest_kcal_mol=5.6 multiplicity=1 e_lumo_ev=-2.879
C 4.76107 -3.25509 1.91780 -0.10
C 4.03941 -2.12045 2.66908 -0.25
C 3.17910 -1.21286 1.76548 -0.22
C 3.10592 0.21708 2.29160 -0.21
C 2.10984 1.13437 1.57270 -0.20
C 0.63763 0.85226 1.92779 -0.19
C -0.04880 0.00026 0.86142 -0.17
C -1.51187 -0.42100 1.12334 -0.29
C -1.84299 -1.58959 0.18208 -0.13
C -1.06714 -2.86511 0.52591 -0.10
N -0.67869 -2.91328 1.97588 0.07
C -1.74506 -2.30640 2.84127 -0.10
C -1.84494 -0.81058 2.57394 -0.11
H 4.47516 -4.23186 2.30191 0.06
H 4.50717 -3.24732 0.85819 0.06
H 5.83860 -3.15364 2.00596 0.07
H 4.75075 -1.50191 3.21348 0.10
H 3.37893 -2.56434 3.41613 0.10
H 3.59965 -1.21715 0.75960 0.12
H 2.17666 -1.65180 1.70227 0.07
H 4.10118 0.64880 2.17716 0.12
H 2.86371 0.19658 3.35632 0.12
H 2.36678 2.16205 1.82487 0.11
H 2.24603 1.03957 0.49259 0.11
H 0.62280 0.37999 2.91030 0.10
H 0.10088 1.79976 1.97463 0.12
H 0.57070 -0.86761 0.61336 0.09
H -0.06151 0.59229 -0.05659 0.13
H -2.15908 0.39848 0.82960 0.12
H -2.92003 -1.74355 0.14910 0.13
H -1.52910 -1.31956 -0.82377 0.11
H -0.13805 -2.89132 -0.03967 0.13
H -1.61263 -3.76858 0.26661 0.14
H -0.50055 -3.86489 2.28602 0.18
H 0.18058 -2.37256 2.09025 0.15
H -1.52515 -2.53459 3.88133 0.14
H -2.66826 -2.82245 2.58408 0.14
H -1.26892 -0.24556 3.30031 0.11
H -2.88890 -0.55185 2.75623 0.13
C -3.08018 1.17097 -4.52515 -0.09
C -2.18346 -0.01003 -4.21224 -0.09
O -2.05149 0.08666 -2.78283 0.04
C -3.10461 0.78131 -2.30082 -0.59
O -3.34694 0.91464 -1.14031 0.15
O -3.81905 1.32199 -3.29924 0.07
H -3.76392 0.99721 -5.35015 0.14
H -2.51333 2.08486 -4.70292 0.12
H -2.65113 -0.96552 -4.45249 0.14
H -1.20492 0.04900 -4.67916 0.14
C -1.03946 3.69267 -2.25563 -0.12
C -1.02735 5.09821 -2.82343 -0.10
O 0.16989 5.08804 -3.60993 0.07
C 0.45818 3.81164 -3.94904 -0.57
O 1.27858 3.47697 -4.73285 0.18
O -0.33950 2.94993 -3.25715 0.03
H -2.03993 3.28653 -2.12320 0.12
H -0.49276 3.62134 -1.31330 0.13
H -1.87605 5.29131 -3.48152 0.14
H -0.97338 5.87566 -2.06722 0.14



| no. | F_max (hartree/bohr) |
| --- | --- |
| 1 | 0.0683 |
| 2 | 0.0203 |
| 3 | 0.0126 |